Record 1
DFT (ωB97M-V/def2-TZVPD) results for a structure of composition C21H40Cl3IrN2O4Si at a distorted geometry.

Each line ends with the Löwdin spin population.
Positions of all 72 atoms, in Å:
C 4.507 -2.453 -0.752  0.00
C 3.595 -1.458 -1.403  0.00
H 4.746 -3.258 -1.453  0.00
H 4.066 -2.901 0.144  0.00
H 5.441 -1.941 -0.462  0.00
C 3.607 -1.252 -2.716  0.00
C 4.571 -1.893 -3.635  0.00
H 2.928 -0.535 -3.175  0.00
H 4.444 -2.976 -3.775  0.00
H 5.564 -1.722 -3.220  0.00
H 4.514 -1.427 -4.617  0.00
Ir -2.780 0.012 2.162  2.60
Cl -0.517 0.087 0.443  0.13
Cl -4.458 -1.410 2.019  0.38
H -5.480 2.815 4.074  0.00
H -5.184 2.426 6.045  0.00
C -4.992 1.925 3.623  0.00
C -4.700 1.446 5.939  0.00
N -4.064 1.412 4.636  0.02
H -4.521 2.249 2.686  0.00
C -2.737 1.350 4.579  0.04
O -2.032 1.183 3.494  0.13
H -3.984 1.322 6.751  0.00
H -2.240 1.305 5.545  0.00
H -5.789 1.189 3.442  0.00
H -5.523 0.723 5.999  0.00
H -0.661 -1.983 -2.187  0.00
H 0.549 -1.174 -4.009  0.00
C -1.603 -1.573 -2.589  0.00
C -0.290 -0.582 -4.416  0.00
N -1.265 -0.378 -3.350  0.00
H -2.290 -1.294 -1.776  0.00
C -2.101 0.713 -3.326  0.00
O -3.251 0.724 -2.916  0.00
H 0.091 0.381 -4.778  0.00
H -1.629 1.637 -3.731  0.00
H -2.059 -2.324 -3.260  0.00
H -0.729 -1.157 -5.252  0.00
O 1.482 -1.584 -0.340  0.01
C 2.678 -0.737 -0.459  0.00
C 1.335 0.915 -1.852  0.00
C 2.300 0.685 -0.888  0.00
H 0.649 0.112 -2.104  0.00
C 1.243 2.148 -2.493  0.00
H 3.225 -0.609 0.495  0.00
C 3.056 1.781 -0.428  0.00
H 0.493 2.312 -3.257  0.00
C 2.123 3.185 -2.157  0.00
C 2.974 3.020 -1.068  0.00
H 3.724 1.625 0.420  0.00
H 2.123 4.114 -2.719  0.00
H 3.592 3.863 -0.721  0.00
Si 0.441 -1.879 0.852  0.01
Cl -3.307 1.566 0.722  0.48
C -0.697 -3.300 0.270  0.00
C -0.705 -1.866 2.634  0.12
C 1.930 -2.803 1.728  0.01
H -1.157 -3.096 -0.707  0.00
H -1.493 -3.501 1.012  0.00
H -0.084 -4.217 0.201  0.00
H 2.419 -3.393 0.940  0.00
H 1.666 -3.479 2.545  0.00
H 2.662 -2.056 2.064  0.00
H -1.708 -1.350 2.951  0.03
H 0.035 -1.527 3.367  0.01
H -0.927 -2.915 2.887  0.01
C -0.719 4.265 0.029  0.00
O 0.109 3.385 0.792  0.00
H -1.605 3.770 -0.388  0.00
H -0.099 4.684 -0.769  0.00
H -1.092 5.078 0.661  0.00
H -0.411 2.600 0.996  0.00

The calculation puts the orbital gap (alpha / beta) at 7.4 / 5.4 eV. The expectation value of S² is 6.01. The value obtained for the electronic energy is -81875.5227 eV. The relative energy (zero: lowest compared OMol25 entry of this formula, charge and spin) comes out at 86.02 kcal per mole. The calculation puts the LUMO energy (alpha / beta) at -0.6128 / -2.6014 eV. Its spin multiplicity is 5. As for the total charge: 0.

---

Record 2
DFT (ωB97M-V/def2-TZVPD) results for a structure of composition C3HF5O3S at a distorted geometry.

Each line ends with the natural charge from an NBO analysis.
Positions of all 13 atoms, in Å:
C -0.328 0.186 0.301  0.50
C 1.482 0.007 -0.517  0.04
C 2.611 -0.838 0.045  0.91
O 1.557 2.929 -0.506  -0.85
O 2.316 1.656 1.442  -0.87
O -0.132 1.480 0.617  -0.67
F -0.496 -0.672 1.272  -0.30
F 1.357 -0.080 -1.827  -0.29
F 2.808 -2.059 -0.348  -0.28
F 3.693 -0.189 -0.228  -0.29
F 2.398 -0.960 1.417  -0.32
S 1.483 1.761 0.279  2.26
H -1.198 0.111 -0.379  0.17

The calculation puts the orbital gap at 11.4 eV. The value obtained for the electronic energy is -33689.1048 eV. The relative energy (zero: lowest compared OMol25 entry of this formula, charge and spin) comes out at 33.36 kcal per mole. The calculation puts the LUMO energy at 0.0432 eV. As for the total charge: 0.

---

Record 3
DFT (ωB97M-V/def2-TZVPD) results for an isolated molecule of C3H7NO at a distorted geometry.

Each line ends with the natural charge from an NBO analysis.
Positions of all 12 atoms, in Å:
C -1.795 -0.280 -0.408  -0.48
N -0.669 0.152 0.387  -0.61
C 0.505 -0.079 -0.241  0.66
C 1.774 0.323 0.427  -0.70
O 0.521 -0.672 -1.322  -0.64
H -1.212 -0.304 -1.448  0.28
H -2.701 0.231 -0.016  0.21
H -1.975 -1.348 -0.274  0.19
H -0.738 0.797 1.158  0.40
H 2.500 0.539 -0.357  0.24
H 2.129 -0.539 0.999  0.24
H 1.661 1.180 1.094  0.21

The calculation puts the orbital gap at 10.3 eV. As for the SMILES: CNC(C)=O. The value obtained for the electronic energy is -6761.7073 eV. The relative energy (zero: lowest compared OMol25 entry of this formula, charge and spin) comes out at 24.05 kcal per mole. The calculation puts the LUMO energy at 0.9119 eV. As for the total charge: 0.

---

Record 4
DFT (ωB97M-V/def2-TZVPD) results for an isolated molecule of C3H2N4O7 at a distorted geometry.

Each line ends with the natural charge from an NBO analysis.
Positions of all 16 atoms, in Å:
O -0.846 2.134 0.837  -0.37
C -0.357 1.137 0.464  0.74
N 1.251 0.484 0.545  -0.33
N 2.512 0.899 0.359  0.62
O 2.921 1.923 0.852  -0.35
O 3.144 0.048 -0.272  -0.42
C 0.712 -0.703 -0.210  -0.26
C -0.747 -0.244 -0.103  0.00
N -1.611 -0.946 0.922  0.54
O -2.525 -0.323 1.273  -0.28
O -1.132 -1.960 1.380  -0.34
N -1.621 -0.049 -1.393  0.53
O -1.165 -0.627 -2.350  -0.32
O -2.651 0.598 -1.372  -0.30
H 0.982 -1.622 0.253  0.26
H 1.134 -0.748 -1.183  0.26

The calculation puts the orbital gap at 9.7 eV. As for the SMILES: O=C1N([N+](=O)[O-])CC1([N+](=O)[O-])[N+](=O)[O-]. The value obtained for the electronic energy is -23424.3666 eV. The relative energy (zero: lowest compared OMol25 entry of this formula, charge and spin) comes out at 0.00 kcal per mole. The calculation puts the LUMO energy at -1.8238 eV. As for the total charge: 0.

---

Record 5
DFT (ωB97M-V/def2-TZVPD) results for the ion C3H9N2O2 with charge +1 at a distorted geometry.

Each line ends with the natural charge from an NBO analysis.
Positions of all 16 atoms, in Å:
C 0.575 -1.000 -0.853  -0.43
N -0.034 -0.071 0.053  0.02
C 0.462 -0.229 1.422  -0.40
O 0.500 1.253 -0.359  -0.54
C -1.464 0.087 -0.069  0.75
N -1.968 1.054 0.663  -0.75
O -2.095 -0.768 -0.883  -0.54
H 1.505 -1.285 -0.420  0.23
H -0.013 -1.886 -0.801  0.28
H 0.756 -0.578 -1.837  0.26
H 0.223 0.604 2.056  0.25
H -0.004 -1.172 1.695  0.24
H 1.558 -0.413 1.316  0.25
H 1.253 1.225 -0.894  0.50
H -1.448 1.791 1.226  0.44
H -2.887 1.242 0.524  0.44

The calculation puts the orbital gap at 11.1 eV. As for the SMILES: C[N+](C)(O)C(N)=O. The value obtained for the electronic energy is -10322.3561 eV. The relative energy (zero: lowest compared OMol25 entry of this formula, charge and spin) comes out at 103.68 kcal per mole. The calculation puts the LUMO energy at -4.2375 eV. As for the total charge: +1.

---

Record 6
DFT (ωB97M-V/def2-TZVPD) results for a cluster of 2 separate species, C4H5N in total at a distorted geometry.

Each line ends with the natural charge from an NBO analysis.
Positions of all 10 atoms, in Å:
C -0.881 0.127 -0.237  -0.67
C -2.028 0.461 0.310  0.42
N -2.902 0.825 1.098  -0.65
H -0.054 -0.494 0.175  0.27
H -0.831 0.474 -1.248  0.23
H -3.899 0.407 1.179  0.39
C 2.502 -0.971 0.005  -0.27
C 2.625 0.078 -0.600  -0.22
H 2.754 -1.957 0.402  0.25
H 2.713 1.049 -1.086  0.25

The calculation puts the orbital gap at 9.8 eV. As for the SMILES: C=C=N.C#C. The value obtained for the electronic energy is -5714.8408 eV. The relative energy (zero: lowest compared OMol25 entry of this formula, charge and spin) comes out at 92.37 kcal per mole. The calculation puts the LUMO energy at 1.0198 eV. As for the total charge: 0.